98
Properties=species:S:1:pos:R:3:forces:R:3:lowdin_charge:R:1 method="wB97M-V/def2-TZVPD" gap_ev=7.68 e_lumo_ev=-3.328 charge=+1
C -2.641 -1.243 -6.980 0.367 -0.191 -0.269 -0.32
O 1.623 6.746 0.089 0.488 -0.226 0.339 0.15
H -2.437 2.981 -2.825 0.619 -0.167 0.201 0.03
C 3.530 -2.466 0.486 -1.137 -0.397 -0.292 -0.09
H 0.721 4.128 -0.915 -0.334 -0.697 0.114 0.09
C 2.041 -0.827 1.678 0.066 -0.735 -0.442 -0.15
O 1.417 -4.244 6.107 0.021 -0.289 -0.473 0.13
C -3.609 0.665 -1.428 1.565 -2.084 -1.427 -0.27
S -0.129 1.783 -2.128 0.111 -0.276 -0.305 0.95
H -1.553 0.489 3.974 -0.199 -0.007 -0.188 0.12
O -1.670 -0.537 -6.226 -0.477 0.191 0.105 0.13
C 7.141 -0.670 1.814 -0.496 0.430 -0.440 -0.04
C 1.094 1.567 1.340 1.017 -1.168 1.073 -0.60
H -2.516 -0.123 -8.833 0.117 -0.145 0.087 0.15
H -4.124 1.389 -0.794 -0.041 -0.066 -0.179 0.14
C 1.273 0.196 0.683 0.908 -0.570 -0.395 -0.59
H -1.834 -0.184 -2.008 0.677 0.103 0.416 0.08
C -1.351 0.770 0.034 0.512 -0.804 0.656 -0.28
C 0.403 -6.251 5.706 -0.099 -0.428 -0.184 -0.05
O 3.541 -4.969 5.843 -0.067 0.023 0.033 0.19
C -2.282 0.960 1.245 -1.105 1.103 -0.010 -0.17
H 7.997 -1.227 1.429 -0.002 0.079 0.360 0.08
H -2.010 2.170 5.564 0.195 0.225 -0.144 0.08
H 1.533 -1.798 1.680 -0.469 0.561 0.071 0.10
H -2.130 -3.338 -2.435 0.166 0.163 -0.083 0.09
C -3.138 -0.193 -7.939 -0.391 0.106 -0.289 -0.05
Br -1.807 4.834 0.527 0.365 -0.538 0.160 0.85
O -1.640 1.589 -5.473 0.168 0.111 0.027 0.15
H 2.517 -0.614 -1.474 -0.370 -0.083 0.478 -0.07
H -0.547 -3.391 -0.552 -0.120 0.177 0.306 0.09
Br -3.872 4.741 -1.940 -0.085 -0.526 -0.137 0.68
H 7.159 -0.566 2.903 0.127 -0.264 -0.160 0.09
C 0.197 -4.761 5.615 -0.143 0.098 0.506 -0.33
N -0.562 -0.842 1.731 -0.736 -1.428 -0.743 0.08
H -4.137 1.949 -2.732 -1.176 -0.699 0.012 0.05
H 0.179 -0.934 -1.678 -0.047 0.264 0.366 0.08
H -0.431 -3.562 -2.761 0.095 0.511 -0.182 0.09
H -4.626 0.753 -3.669 1.165 -0.071 -1.208 0.14
N 0.355 2.618 0.547 0.003 0.646 1.354 -0.06
O -1.677 1.705 2.293 0.159 -0.697 0.046 -0.19
C -0.743 2.158 -0.378 0.287 -0.757 -2.466 -0.47
H 7.208 0.350 1.409 0.061 -0.193 0.080 0.08
C -1.155 -2.833 -2.370 -0.754 -0.768 0.286 -0.09
C -1.846 3.243 -0.657 -0.921 0.681 0.109 -0.64
H 6.891 -2.825 0.211 -0.159 -0.060 0.042 0.12
C 0.034 -1.439 -0.717 0.267 -1.453 -0.831 -0.21
H 1.108 2.297 -2.234 -0.237 0.114 0.462 -0.10
O 1.295 4.782 0.871 -0.291 -1.198 0.437 -0.22
H 0.152 -6.642 6.693 -0.044 0.196 0.052 0.15
C 4.729 -3.001 0.114 1.263 -0.680 -0.601 -0.07
O -3.001 1.004 -7.166 0.154 -0.290 0.183 0.08
C 3.433 -1.320 1.269 -0.190 0.102 0.203 -0.30
C -2.209 0.073 -1.023 -2.982 0.295 -0.245 -0.12
H 4.669 0.069 2.354 -0.218 -0.075 -0.087 0.05
H -3.030 3.095 4.470 0.258 0.074 -0.057 0.08
H -1.232 -1.941 -2.998 0.287 -0.085 0.153 0.08
H 0.998 -1.936 -0.537 -0.027 0.568 0.376 0.10
H -4.171 -0.349 -8.239 -0.039 0.196 0.130 0.14
C -3.751 0.904 -3.016 -0.688 1.386 0.370 -0.04
H -1.266 3.185 4.255 -0.001 -0.151 0.253 0.08
H -3.158 1.584 0.984 0.295 -0.207 -0.428 0.13
C 5.854 -1.311 1.320 1.282 0.182 0.386 -0.26
S -1.583 -3.360 2.300 -0.003 0.143 0.376 0.81
H 2.642 -2.997 0.137 0.012 0.211 0.214 0.11
C -2.062 0.770 -6.218 0.125 0.255 0.095 -0.56
H 4.798 -3.893 -0.505 -0.344 0.101 0.099 0.11
H -2.824 2.868 -0.360 0.417 -0.330 0.044 0.02
C -2.096 2.529 4.534 -0.415 -0.456 -0.276 -0.05
N 2.187 5.752 0.238 0.003 0.823 -0.563 0.04
H 0.563 1.362 2.271 -0.546 0.265 -0.543 0.07
C -0.212 -0.377 0.361 1.109 1.585 1.244 -0.25
O 1.811 -6.368 5.487 -0.150 0.369 0.053 0.08
F -0.812 -4.349 6.423 -0.020 0.110 -0.092 0.07
H -3.405 -1.642 -6.309 0.055 -0.118 -0.023 0.17
C -2.103 3.739 -2.123 -0.750 1.840 0.705 -0.70
H -3.217 1.021 3.489 0.244 -0.246 0.076 0.13
H -2.785 0.034 1.543 0.722 -0.075 0.201 0.14
N -0.917 -2.534 -0.944 -0.189 0.485 -0.133 -0.11
H -0.157 -6.801 4.954 0.210 -0.043 -0.089 0.14
C -1.186 4.809 -2.727 0.541 -0.494 -0.829 -0.18
H -0.137 3.108 1.323 -0.317 0.055 -0.350 0.12
C 4.629 -0.787 1.688 0.147 0.684 0.666 -0.06
C 5.928 -2.426 0.513 -0.474 0.090 -0.075 -0.03
I 2.902 2.347 2.294 -0.376 0.082 -0.354 1.13
S 2.474 0.479 -0.690 0.216 0.970 -0.432 0.84
F -2.036 -2.266 -7.629 -0.002 -0.029 0.105 0.08
H 2.180 3.331 -0.393 -0.059 -0.278 0.573 0.09
H 0.027 -4.388 4.603 -0.128 0.071 0.056 0.12
H -0.611 5.403 -2.012 -0.281 -0.192 0.150 0.05
H -1.764 5.513 -3.327 0.041 -0.148 0.145 0.06
C -1.014 -1.939 1.990 0.176 0.331 -0.472 -0.74
C 1.211 3.694 -0.032 0.088 1.380 -1.409 -0.30
H -0.486 4.341 -3.433 -0.043 0.030 0.265 0.07
H -2.587 -0.861 -0.576 0.692 0.024 0.117 0.14
C -2.165 1.316 3.592 0.028 0.781 0.328 -0.22
C 2.378 -5.177 5.818 0.424 -0.094 0.124 -0.54
O -4.403 -0.210 -2.107 -0.188 1.579 2.223 -0.05
H 2.018 -0.479 2.715 0.006 0.128 -0.189 0.11